No. 1
Below is a single C7H7IN4 molecule at a distorted geometry, with properties calculated with ωB97M-V/def2-TZVPD.

Computed properties:
- Orbital gap: 0.2859 Ha
- Net charge: 0
- Energy relative to the best compared isomer or geometry (same formula, charge and spin): 45.04 kcal/mol

Geometry (Å):
I (-4.64553, -0.54777, 0.05982)
N (-1.04253, 2.14452, -0.50126)
N (-1.64949, 2.20178, 0.69189)
N (-2.62273, 1.32388, 0.78254)
N (-2.92656, 0.48923, -0.14660)
C (1.37272, -1.09893, 1.33237)
C (1.44266, -0.37424, -1.30250)
C (0.42950, 0.21090, -0.48429)
C (2.24946, -1.70924, 0.46109)
C (-0.29750, 1.32105, -1.05916)
C (0.43983, -0.17995, 0.86045)
C (2.29235, -1.35391, -0.86608)
H (3.10057, -1.80334, -1.57795)
H (1.43424, -0.18142, -2.43410)
H (-3.36470, 1.50751, 1.44161)
H (-0.41992, 0.20926, 1.44846)
H (-0.13026, 1.67627, -2.06536)
H (3.03300, -2.43065, 0.87090)
H (1.30488, -1.40498, 2.48817)

No. 2
Below is a molecular structure, C7H7InO6S at a distorted geometry, with properties calculated with ωB97M-V/def2-TZVPD.

Computed properties:
- Orbital gap (spin up / spin down): 0.2276 / 0.1703 Ha
- Net charge: +2
- Energy relative to the best compared isomer or geometry (same formula, charge and spin): 49.07 kcal/mol

Geometry (Å):
In (0.36678, -0.03611, -2.53755)
S (0.01207, 0.60793, 1.44028)
O (1.98547, -2.10415, 0.65105)
O (-0.48898, 0.55663, 0.01131)
O (-1.35780, -3.33936, -0.31428)
O (2.67788, -1.50944, -5.00842)
O (2.42064, 2.75745, -0.49474)
O (-2.04070, 3.11560, -1.09148)
C (2.33615, 1.92921, -1.28198)
C (-1.93216, -4.23137, -0.77318)
C (2.26478, -1.03615, -4.03075)
C (-1.16858, 2.70636, -1.68443)
C (1.68988, -1.68564, -0.37380)
C (-0.56586, -0.88004, 2.21755)
C (-0.98935, 1.90932, 2.16301)
H (-1.45022, -0.56526, 2.77352)
H (-0.59053, 2.04061, 3.16674)
H (-1.98540, 1.49970, 2.36122)
H (0.26441, -1.82235, -3.17926)
H (0.18576, -1.13138, 2.96633)
H (-0.68706, -1.64315, 1.42408)
H (-0.94717, 2.86159, 1.59477)

No. 3
Below is a single C7H7N molecule at a distorted geometry, with properties calculated with ωB97M-V/def2-TZVPD.

Computed properties:
- Orbital gap: 0.3695 Ha
- Structure (SMILES): C#C[C@@H]1[C@@H](N)[C@@H]1C#C
- Net charge: 0
- Energy relative to the best compared isomer or geometry (same formula, charge and spin): 96.27 kcal/mol

Geometry (Å):
N (2.45800, -0.41623, -0.26755)
C (-2.25248, -2.03184, -0.25597)
C (-1.55530, 2.53078, -0.21961)
C (-0.85206, 1.58915, 0.12251)
C (0.00552, -0.87222, 0.45948)
C (-1.25275, -1.45340, 0.04625)
C (0.19211, 0.64398, 0.56274)
C (1.04457, -0.17620, -0.37093)
H (2.76898, 0.16675, -1.03807)
H (0.40685, -1.43409, 1.28311)
H (0.76973, -0.14958, -1.39528)
H (0.63195, 0.91699, 1.47636)
H (-3.06518, -2.65725, -0.40039)
H (2.80910, -0.06520, 0.60434)
H (-2.10905, 3.40837, -0.60698)

No. 4
Below is a single C7H7N3 molecule at a distorted geometry, with properties calculated with ωB97M-V/def2-TZVPD.

Computed properties:
- Orbital gap: 0.3515 Ha
- Structure (SMILES): C=C[C@@H](C#N)n1ccnc1
- Net charge: 0
- Energy relative to the best compared isomer or geometry (same formula, charge and spin): 65.34 kcal/mol

Geometry (Å):
N (2.22190, -1.29758, -1.52933)
N (-2.59057, -0.32946, -1.75233)
N (0.44059, -0.43129, -0.49411)
C (-0.87310, -0.19102, 0.17432)
C (-1.18929, 0.87100, 2.36677)
C (-1.89164, -0.28886, -0.85002)
C (2.38830, 0.04364, -1.42828)
C (1.03805, -1.52715, -1.01719)
C (1.35479, 0.62343, -0.73534)
C (-1.13141, 0.98490, 1.05533)
H (-0.89695, -0.12386, 2.86587)
H (-1.19543, 1.89541, 0.59646)
H (-0.98522, -1.36488, 0.78382)
H (-1.40533, 1.61478, 2.98756)
H (3.23478, 0.45314, -1.78507)
H (0.51062, -2.44373, -0.86317)
H (0.96993, 1.51154, -0.37529)

No. 5
Below is 2 unconnected molecules or ions with the total composition C7H7N3O2 at a distorted geometry, with properties calculated with ωB97M-V/def2-TZVPD.

Computed properties:
- Orbital gap (spin up / spin down): 0.3255 / 0.2033 Ha
- Net charge: 0
- Energy relative to the best compared isomer or geometry (same formula, charge and spin): 161.43 kcal/mol

Geometry (Å):
O (1.41288, 1.70570, -1.87721)
O (-0.76898, 1.89929, -2.01117)
N (1.95065, -0.86725, -0.94936)
N (0.75430, -1.15590, -1.33722)
N (0.29089, 1.35142, -2.10831)
C (0.47335, -0.34473, 0.76333)
C (1.89922, -0.22762, 0.42357)
C (-2.32264, -0.33182, 0.57121)
C (-0.17234, -0.83032, -0.42048)
C (-0.25495, 0.28411, 1.75626)
C (-1.67081, 0.10294, 1.74305)
C (-1.57331, -0.71401, -0.56328)
H (2.57971, -0.68930, -1.72145)
H (2.69392, -0.88610, 0.89170)
H (-1.97674, -0.93721, -1.43613)
H (-3.34212, -0.36537, 0.49121)
H (-2.27712, 0.64708, 2.48300)
H (0.18081, 0.60994, 2.70238)
H (2.12327, 0.74914, 0.59889)

No. 6
Below is a single C7H7N3S2 molecule at a distorted geometry, with properties calculated with ωB97M-V/def2-TZVPD.

Computed properties:
- Orbital gap (spin up / spin down): 0.1549 / 0.1548 Ha
- Net charge: 0
- Energy relative to the best compared isomer or geometry (same formula, charge and spin): 102.35 kcal/mol

Geometry (Å):
S (2.73587, -0.58719, 1.33489)
S (4.31425, -0.98152, -0.67746)
N (2.30647, 0.82336, -0.85579)
N (0.45635, 1.15915, 0.66366)
N (-1.26886, -1.51828, -1.02376)
C (-2.03016, -2.02649, 0.00442)
C (-1.12670, -0.41564, 1.52892)
C (1.41512, 1.77430, -0.10241)
C (-1.87723, -1.54758, 1.31009)
C (2.90111, -0.19705, -0.25623)
C (-0.41481, -0.58361, -0.82451)
C (-0.31981, 0.11501, 0.46597)
H (2.03608, 2.38790, 0.51066)
H (-2.75260, -2.93919, -0.23810)
H (-2.69065, -1.93268, 2.08843)
H (0.96299, 2.40204, -0.88298)
H (2.84802, 1.20995, -1.52074)
H (0.15372, -0.14227, -1.70782)
H (-1.15534, 0.07121, 2.40316)